93
Properties=species:S:1:pos:R:3:forces:R:3 method="wB97M-V/def2-TZVPD" fmax_ev_per_a=2.81 molar_mass_g_mol=482.69 relative_energy_kcal_mol=0.0 homo_lumo_gap_ev=9.6 e_tot_ha=-1663.96354 homo_energy_ev=-9.3990 smiles=CC(C)O.CC(C)O.CC(C)O.CC(C)O.CC(C)O.CCO.CCO.O.O.O.O.O lumo_energy_ev=0.22
C 11.08154 13.25208 9.31227 0.739 0.877 -1.061
C 9.73873 13.05102 8.64209 -0.875 0.085 1.986
C 8.66558 13.90082 9.37393 -0.183 0.451 -0.896
O 9.70035 13.44657 7.30346 0.508 0.204 -1.033
H 11.16748 12.84975 10.30053 -0.245 -0.426 0.608
H 11.20524 14.33790 9.39716 0.239 0.018 0.122
H 11.94797 12.89519 8.72928 -0.475 -0.049 0.043
H 9.44848 12.01067 8.64350 -0.031 -0.414 -0.018
H 7.65825 13.58264 9.10406 0.003 -0.197 -0.037
H 8.75306 14.91634 8.90715 -0.012 -0.466 0.819
H 8.70372 13.97126 10.46358 0.375 -0.088 -0.173
H 9.81141 14.40638 7.30437 0.054 -0.072 -0.297
C 15.08051 14.35627 10.41957 -1.382 -0.027 1.369
C 15.06938 15.47073 9.41836 0.534 0.689 -0.752
C 15.34563 16.79677 10.12614 0.634 0.486 0.047
O 16.12671 15.28616 8.49540 0.199 0.681 -0.273
H 15.80146 14.60876 11.19510 0.356 -0.320 -0.045
H 15.24153 13.33668 10.06487 0.074 0.330 -0.355
H 14.10760 14.37647 10.95399 0.287 -0.239 -0.160
H 14.08807 15.60421 8.90513 0.419 -0.486 0.057
H 15.50752 17.66864 9.45269 0.012 -0.853 0.138
H 16.23105 16.68935 10.79200 -0.459 0.144 -0.511
H 14.50463 17.07638 10.74236 -0.373 -0.034 0.386
H 16.12719 14.39813 8.11646 -0.370 -0.256 0.108
C 9.17780 9.26404 7.27015 -1.534 -0.576 -0.188
C 7.62755 8.99784 7.46940 0.424 1.339 0.242
C 6.92694 10.28630 8.04098 -0.367 -0.461 -0.736
O 6.96814 8.69781 6.22381 1.007 -0.340 0.412
H 9.70931 8.40142 6.82835 -0.278 0.115 0.413
H 9.61133 9.51543 8.24603 0.107 0.034 -0.354
H 9.27006 10.06354 6.53497 0.153 0.271 0.299
H 7.46887 8.16440 8.17613 0.120 0.196 -0.179
H 7.44892 10.76888 8.86401 0.266 -0.263 0.131
H 5.90234 10.07841 8.37745 0.276 -0.239 0.009
H 6.78921 11.05691 7.26384 0.392 -0.397 0.019
H 7.56004 8.05509 5.79299 -0.548 0.286 -0.004
C 12.11859 12.29327 14.45741 0.745 0.787 0.708
C 11.19896 11.30632 13.77201 -0.905 0.907 2.499
C 9.81743 11.89360 13.48174 0.326 0.446 -0.753
O 11.83705 10.81169 12.66288 -0.233 -0.671 -1.639
H 13.00903 11.78431 14.83747 0.020 -0.093 -0.178
H 11.70817 12.81296 15.34670 -0.269 -0.508 -0.524
H 12.48517 13.09896 13.80670 -0.244 -0.271 -0.214
H 11.04266 10.48639 14.48689 -0.045 -0.071 0.098
H 9.14976 11.08735 13.18061 -0.126 0.044 -0.304
H 9.92102 12.65222 12.66498 -0.287 -0.539 0.573
H 9.35679 12.36125 14.35703 0.280 -0.012 -0.061
H 11.18463 10.20698 12.25453 0.583 -0.104 -0.232
C 10.02048 6.50502 10.55815 -0.711 -0.537 -0.431
C 10.26549 7.32850 11.78767 0.295 -2.246 0.376
C 11.69497 7.07952 12.23762 -0.514 0.977 1.432
O 10.05276 8.66777 11.56131 0.309 2.348 -0.163
H 9.00683 6.69287 10.21960 -0.299 -0.006 -0.331
H 10.04675 5.45192 10.84738 0.154 -0.033 -0.217
H 10.70045 6.68654 9.71524 0.022 0.096 0.394
H 9.55868 6.99326 12.55832 0.123 -0.133 0.103
H 11.87038 6.02638 12.52298 -0.079 0.576 -0.332
H 11.87962 7.73405 13.12042 0.177 -0.545 -0.442
H 12.32934 7.42195 11.44059 0.625 -0.149 -0.290
H 9.12481 8.85398 11.39945 -0.074 -0.163 -0.067
C 16.70860 11.05778 12.13956 0.626 0.587 0.986
C 15.25790 11.32906 12.27666 -1.068 -0.682 -0.304
O 14.58718 10.14726 12.71476 0.462 -0.163 0.230
H 17.17712 11.92241 11.68692 0.249 0.102 -0.334
H 16.98811 10.15382 11.64350 -0.121 -0.539 -0.615
H 17.10525 10.99949 13.14801 0.324 -0.178 0.202
H 14.83291 11.64377 11.33004 -0.120 0.172 -0.134
H 15.14281 12.13951 12.98372 -0.261 0.360 0.306
H 13.65289 10.31472 12.89731 0.003 0.283 -0.269
C 12.77800 9.66512 9.51268 -0.217 -0.304 0.183
C 13.84184 10.66377 9.14412 -1.415 0.823 0.481
O 13.90344 10.87176 7.76073 0.892 -0.183 -1.314
H 12.74164 9.56629 10.59623 -0.087 0.106 0.061
H 13.03488 8.67203 9.12817 -0.210 0.163 -0.157
H 11.78524 9.99170 9.14827 0.402 -0.239 0.123
H 14.80766 10.32047 9.45164 0.628 -0.067 0.249
H 13.60135 11.63586 9.63048 0.349 -0.517 -0.036
H 13.05519 11.02484 7.32201 -0.342 0.168 0.281
O 15.47718 9.45355 5.67555 0.441 -0.598 -0.524
H 16.08513 8.69056 5.65744 -0.417 0.479 0.120
H 15.20058 9.52977 6.59105 -0.154 0.137 0.429
O 12.71168 8.26727 5.94026 0.056 -0.260 -0.022
H 12.29376 9.13089 5.98998 -0.067 0.169 0.060
H 13.56864 8.42406 5.51356 -0.019 0.210 0.004
O 11.54378 11.56306 6.25373 0.726 -0.779 -0.551
H 10.95487 12.26601 6.51642 -0.725 0.757 0.428
H 11.71362 11.73806 5.32076 0.096 -0.077 0.063
O 15.99594 12.64288 7.52509 -0.067 0.118 0.182
H 16.68898 12.40883 6.91351 0.278 -0.153 -0.292
H 15.28284 11.99414 7.39482 -0.150 -0.005 0.071
O 14.72726 7.08892 7.62399 -0.113 0.347 0.035
H 13.88650 7.49986 7.37383 -0.039 0.260 -0.167
H 14.49199 6.16563 7.63024 0.139 -0.602 0.084

118
Properties=species:S:1:pos:R:3:forces:R:3 method="wB97M-V/def2-TZVPD" fmax_ev_per_a=1.44 molar_mass_g_mol=836.83 homo_lumo_gap_ev=7.0 e_tot_ha=-3208.00775 homo_energy_ev=-5.3714 lumo_energy_ev=1.64 total_charge=-1
C -7.90006 -3.73156 0.71872 0.878 0.231 0.525
C -6.95921 -2.60565 1.26337 -1.239 -0.057 -0.307
O -6.34564 -1.89780 0.21675 1.313 0.462 0.386
Al -4.61029 -1.51711 0.68922 -0.165 1.003 -0.299
O -4.46216 -0.41931 2.15276 0.086 -0.942 -1.085
C -3.16711 -0.65349 2.67594 -0.424 0.819 -0.342
C -2.50565 0.68345 3.10821 0.104 -0.668 0.062
O -3.65640 -0.77453 -0.73765 -0.461 -0.929 0.829
C -2.84628 -1.81505 -1.26341 -0.353 1.134 -0.088
C -1.95258 -1.34602 -2.41743 0.245 -0.706 0.350
N -0.88050 -0.41389 -2.00432 -0.051 -0.030 -0.442
C 0.16966 -1.08743 -1.22635 -0.031 0.942 0.886
C 0.40115 -0.42973 0.16602 0.752 -1.114 -0.489
C 1.32137 -1.38624 0.99268 -0.709 0.170 -0.429
O 1.05943 0.84332 -0.01648 -0.176 -0.189 -0.401
H -8.02956 -3.63586 -0.36273 -0.122 0.158 0.196
H -8.85253 -3.67043 1.25425 -0.006 -0.256 -0.272
H -7.41601 -4.69714 0.91579 -0.339 0.014 -0.128
H -6.24446 -3.06611 1.96371 0.051 0.152 -0.119
H -7.58706 -1.90889 1.84280 0.208 -0.087 0.058
H -3.89249 -2.90991 1.06182 -0.107 -0.062 -0.008
H -3.25896 -1.36356 3.51083 0.312 0.146 0.019
H -2.51296 -1.11934 1.91641 0.008 -0.097 0.219
H -2.32963 0.63200 4.18925 0.140 0.450 -0.194
H -3.13563 1.53819 2.84589 -0.118 -0.255 0.160
H -1.55101 0.82145 2.58245 -0.032 0.005 0.313
H -2.21264 -2.19351 -0.44448 0.037 -0.371 -0.397
H -3.50289 -2.62375 -1.63063 0.466 -0.141 -0.011
H -2.52639 -0.91558 -3.24613 -0.048 0.132 0.327
H -1.45662 -2.25897 -2.81076 -0.278 0.109 -0.054
H -0.46301 -0.12820 -2.88268 0.119 0.088 0.012
H -0.06077 -2.14208 -1.03299 0.006 0.125 -0.269
H 1.12872 -1.02192 -1.75803 -0.125 -0.216 0.132
H -0.56116 -0.27643 0.66454 0.105 0.034 -0.110
H 0.69667 -1.85544 1.76003 0.384 0.007 0.082
H 1.70600 -2.17395 0.33389 -0.054 0.220 0.279
H 2.17206 -0.85332 1.43443 -0.333 0.033 0.070
H 0.50898 1.49089 0.41535 -0.160 0.355 0.244
C -0.22675 3.86340 -2.46098 -0.718 0.101 0.230
O -0.45222 5.04079 -2.71402 0.280 -0.164 -0.076
N -1.20084 2.93880 -2.29881 0.122 -0.046 0.029
N 1.04735 3.37128 -2.32268 0.643 -0.056 0.001
H -1.01598 1.96615 -2.09153 -0.167 -0.209 0.141
H -2.15031 3.24518 -2.39470 -0.050 -0.020 0.042
H 1.80431 4.02249 -2.43386 -0.035 0.030 -0.121
H 1.25222 2.40535 -2.11585 -0.238 -0.023 0.073
C 3.56700 -3.03325 -2.44203 -0.080 -0.096 0.049
O 2.90118 -2.86785 -1.43040 0.320 -0.018 -0.065
N 4.21983 -2.00853 -3.06184 0.068 0.128 0.056
N 3.70392 -4.25543 -3.02795 -0.051 -0.135 0.011
H 4.76681 -2.11884 -3.89278 -0.033 -0.034 -0.047
H 4.13365 -1.09733 -2.65417 -0.035 0.023 -0.001
H 3.23384 -5.02685 -2.59137 -0.004 0.004 0.055
H 4.24087 -4.41855 -3.85665 0.019 0.043 -0.026
C 4.43921 3.04075 0.36482 -0.130 -0.131 -0.105
O 5.41866 2.52732 0.89951 -0.150 0.089 -0.011
N 3.46173 2.31334 -0.23675 0.623 -0.068 -0.028
N 4.24948 4.39222 0.33426 0.224 0.096 0.069
H 2.65596 2.71298 -0.67196 -0.191 0.058 0.176
H 3.56159 1.31555 -0.23559 -0.242 -0.064 0.142
H 4.94823 4.96366 0.77113 -0.057 0.068 0.062
H 3.46073 4.83755 -0.09694 0.044 0.042 -0.074
C 3.21574 1.31514 4.32159 -0.221 0.118 0.050
O 2.66301 0.93534 5.34437 0.241 -0.015 -0.152
N 4.39803 0.77313 3.88578 0.264 -0.221 -0.135
N 2.72242 2.30123 3.52553 -0.326 0.306 0.140
H 4.87210 1.07114 3.05023 -0.048 0.093 -0.011
H 4.80005 0.04517 4.44266 -0.005 0.005 0.059
H 1.84507 2.74910 3.78218 0.134 -0.314 0.021
H 3.18357 2.60365 2.69128 0.211 -0.113 -0.088
C 0.21796 1.51878 -6.07858 0.103 -0.082 0.219
O 0.83483 0.51314 -5.75273 -0.092 0.135 -0.081
N -0.46470 1.60442 -7.25975 -0.013 -0.072 -0.216
N 0.16255 2.62662 -5.29137 0.100 -0.047 -0.197
H -0.97824 2.41412 -7.54737 -0.020 0.036 0.057
H -0.44461 0.80234 -7.85931 -0.010 -0.042 0.016
H 0.65206 2.59094 -4.41693 0.026 0.083 0.044
H -0.33623 3.46195 -5.53220 -0.053 0.001 0.042
C 5.59921 6.13450 -2.78638 -0.134 0.021 0.188
O 4.78346 6.70447 -2.07702 0.085 -0.076 -0.103
N 6.24226 4.99875 -2.39317 0.021 -0.094 0.148
N 5.92882 6.59226 -4.03030 0.001 0.128 -0.136
H 6.91352 4.51409 -2.95609 0.007 0.014 -0.043
H 6.01844 4.63818 -1.48191 -0.043 -0.041 -0.013
H 5.47091 7.42515 -4.34733 -0.034 0.014 0.010
H 6.59254 6.14368 -4.63063 0.017 -0.048 0.016
C 4.41712 -4.68846 2.12371 -0.209 0.390 -0.190
O 4.68217 -5.66551 1.42069 0.042 0.043 0.298
N 4.63498 -4.68555 3.47170 0.181 -0.184 0.105
N 3.89007 -3.54905 1.62016 0.333 -0.135 -0.313
H 4.42191 -3.90793 4.06582 -0.114 0.028 -0.030
H 5.02323 -5.51485 3.87692 -0.001 -0.020 0.016
H 3.70565 -3.52123 0.62887 -0.199 0.042 0.013
H 3.66521 -2.74504 2.17463 -0.104 -0.033 0.060
C 1.35753 -7.13105 2.00581 0.147 0.276 -0.034
O 1.11482 -5.95960 1.76824 -0.015 -0.203 0.058
N 0.36573 -8.06691 2.13890 -0.253 -0.108 -0.010
N 2.62966 -7.59722 2.15737 0.153 0.119 0.146
H 0.53569 -9.03346 2.33387 0.056 -0.016 0.008
H -0.57936 -7.75000 2.03234 -0.002 0.045 -0.005
H 3.38229 -6.92268 2.06154 0.003 -0.164 -0.260
H 2.85044 -8.55347 2.35441 -0.091 -0.046 -0.008
C -0.80137 3.94543 4.08294 -0.036 -0.157 -0.117
O 0.13892 3.18750 4.27357 -0.234 0.307 0.040
N -1.74510 4.19141 5.03194 0.092 0.035 0.228
N -0.98443 4.59753 2.89852 0.128 0.114 -0.055
H -2.52689 4.80105 4.89440 -0.045 -0.038 -0.081
H -1.64171 3.72189 5.91154 -0.010 -0.078 -0.013
H -0.30964 4.43623 2.17649 -0.016 -0.031 -0.050
H -1.75094 5.21522 2.71583 -0.065 -0.043 -0.003
C -8.88017 1.14416 0.39053 0.402 -0.328 0.054
O -8.71917 1.06690 1.59831 -0.208 0.128 -0.160
N -8.12444 0.45857 -0.50780 0.061 0.073 0.241
N -9.85549 1.94115 -0.15876 -0.299 0.245 -0.041
H -8.25959 0.52025 -1.49728 -0.040 0.034 -0.029
H -7.38881 -0.14631 -0.15858 0.037 -0.333 0.002
H -10.43204 2.46006 0.47396 0.004 -0.003 0.041
H -10.01391 2.02637 -1.14305 0.046 -0.033 -0.036